Record 1
{"formula": "C3H5N3", "method": "ωB97M-V with the def2-TZVPD basis set", "orbital_gap_ev": 7.6, "total_energy_ha": -281.43852, "de_lowest_kcal_mol": 95.09, "symbols": ["N", "C", "C", "C", "N", "N", "H", "H", "H", "H", "H"], "positions_angstrom": [[0.4364, 0.0297, 1.7858], [0.3616, -0.0980, 0.4049], [-0.9395, 0.2086, -0.1902], [-0.8622, -0.0079, -1.5203], [-0.1964, -0.3442, -2.5145], [1.3087, -0.4949, -0.3696], [-0.2247, 0.6656, 2.2075], [1.3688, 0.1282, 2.1610], [-1.8262, 0.5151, 0.3422], [-1.6035, 0.0899, -2.4283], [2.1770, -0.6921, 0.1214]], "forces_ev_per_a": [[0.079, 0.117, 0.023], [0.055, -0.025, -0.150], [-0.045, -0.003, 0.043], [0.661, -0.217, -0.264], [-0.646, 0.269, 0.581], [-0.089, 0.060, 0.290], [0.059, -0.094, -0.071], [-0.110, -0.045, -0.053], [0.142, -0.048, -0.097], [-0.018, -0.035, -0.246], [-0.089, 0.021, -0.057]], "mulliken_charge": [-0.4900, 0.7457, -1.0936, 0.6740, -0.4401, -0.6806, 0.2267, 0.2315, 0.2827, 0.3500, 0.1937]}

---

Record 2
{"formula": "C3H5N3", "method": "ωB97M-V with the def2-TZVPD basis set", "orbital_gap_ev": 9.2, "total_energy_ha": -281.48159, "de_lowest_kcal_mol": 68.06, "symbols": ["C", "N", "C", "C", "N", "N", "H", "H", "H", "H", "H"], "positions_angstrom": [[0.5421, -1.5376, 0.0310], [0.0917, -0.1505, -0.0475], [-0.7791, 0.4919, 0.7795], [-0.9269, 1.8192, 0.3819], [-0.0859, 1.7957, -0.6904], [0.5466, 0.6413, -0.9864], [0.1884, -2.0937, -0.8416], [1.6334, -1.5550, 0.0692], [0.1329, -1.9820, 0.9444], [-1.2778, -0.0289, 1.5810], [-0.0282, 2.5484, -1.3548]], "forces_ev_per_a": [[0.016, 0.063, -0.029], [-0.014, 0.281, 0.008], [-0.070, -0.005, 0.157], [0.018, -0.192, -0.202], [-0.054, -0.620, -0.032], [-0.524, 0.347, 0.313], [0.085, 0.123, 0.160], [-0.189, -0.038, -0.024], [0.095, 0.179, -0.262], [0.189, -0.110, -0.016], [0.449, -0.029, -0.075]], "mulliken_charge": [-0.6826, 0.5614, -0.0736, -0.5749, 0.2022, -0.7936, 0.2709, 0.2646, 0.2798, 0.3172, 0.2286]}

---

Record 3
{"formula": "C3H5N3", "method": "ωB97M-V with the def2-TZVPD basis set", "smiles": "Nc1cn[nH]c1", "orbital_gap_ev": 9.0, "total_energy_ha": -281.55546, "de_lowest_kcal_mol": 21.71, "symbols": ["N", "C", "C", "N", "N", "C", "H", "H", "H", "H", "H"], "positions_angstrom": [[-1.7926, -0.4327, 0.0262], [-0.4595, -0.0626, 0.0793], [0.6331, -0.8537, -0.2077], [1.7263, -0.0369, -0.1570], [1.4206, 1.2107, 0.1950], [0.1117, 1.1914, 0.3989], [-2.5110, 0.1414, 0.4312], [-2.0766, -1.1037, -0.6678], [0.7237, -1.9297, -0.2601], [2.6027, -0.1946, -0.6287], [-0.3785, 2.0703, 0.7908]], "forces_ev_per_a": [[-0.191, -0.363, 0.353], [0.375, -0.089, 0.094], [-0.115, -0.061, -0.025], [0.102, -0.105, -0.098], [-0.178, -0.090, 0.122], [-0.114, 0.362, -0.165], [0.204, -0.007, -0.156], [0.008, 0.239, 0.158], [-0.044, 0.170, -0.437], [-0.002, -0.079, 0.346], [-0.045, 0.023, -0.191]], "mulliken_charge": [-0.4822, 0.6064, -0.6350, 0.1757, -0.7036, -0.3808, 0.1883, 0.1974, 0.4024, 0.2383, 0.3929]}

---

Record 4
{"formula": "C3H5N3", "method": "ωB97M-V with the def2-TZVPD basis set", "smiles": "Cn1cncn1", "orbital_gap_ev": 10.9, "total_energy_ha": -281.56914, "de_lowest_kcal_mol": 13.12, "symbols": ["C", "N", "C", "N", "C", "N", "H", "H", "H", "H", "H"], "positions_angstrom": [[-1.6161, -0.3167, 0.0328], [-0.1726, -0.1208, -0.1596], [0.4742, 1.0607, -0.1151], [1.7717, 0.8991, -0.0189], [1.8963, -0.4515, 0.0090], [0.7594, -1.1254, -0.0654], [-2.1733, -0.5627, -0.8787], [-1.7609, -1.1153, 0.7598], [-2.0546, 0.5995, 0.4488], [-0.0078, 2.0273, -0.1278], [2.8837, -0.8944, 0.1151]], "forces_ev_per_a": [[0.073, -0.096, 0.051], [0.198, 0.226, 0.319], [-0.051, 0.103, 0.047], [-0.098, -0.081, -0.087], [-0.050, -0.054, -0.026], [-0.216, 0.490, 0.068], [0.470, -0.014, 0.031], [0.060, 0.025, -0.091], [0.312, -0.191, -0.131], [-0.208, -0.158, -0.057], [-0.489, -0.250, -0.125]], "mulliken_charge": [-0.7267, 0.5014, 0.0483, -0.5675, -0.1099, -0.7480, 0.2587, 0.2815, 0.3017, 0.3597, 0.4009]}

---

Record 5
{"formula": "C3H5N3", "method": "ωB97M-V with the def2-TZVPD basis set", "orbital_gap_ev": [7.3, 7.4], "charge": 2, "total_energy_ha": -280.58055, "de_lowest_kcal_mol": 129.58, "symbols": ["C", "C", "C", "N", "N", "N", "H", "H", "H", "H", "H"], "positions_angstrom": [[0.5323, -1.1545, 0.1536], [1.9790, 0.3475, 0.0267], [-1.9101, -0.5330, -0.0156], [1.7357, -0.9564, -0.0544], [-0.5871, -0.7043, 0.0505], [1.0979, 1.2578, 0.0462], [3.0742, 0.6803, 0.0823], [-2.3085, -0.0650, -0.9564], [-2.5157, -1.3915, -0.0183], [-2.3011, 0.2857, 0.6388], [1.2035, 2.2334, 0.0466]], "forces_ev_per_a": [[-3.017, 1.202, -0.954], [1.779, 2.411, 0.318], [-2.070, 1.758, -0.018], [0.495, -2.519, 0.147], [1.847, -1.604, 0.610], [1.638, -1.651, -0.195], [-1.000, -0.027, -0.072], [0.739, 0.125, -0.454], [-0.509, -1.770, 0.383], [0.520, -0.368, 0.198], [-0.422, 2.444, 0.036]], "mulliken_charge": [0.5885, 0.2277, -0.5377, -0.1468, 0.0559, -0.0507, 0.4082, 0.3720, 0.4158, 0.3479, 0.3192]}

---

Record 6
{"formula": "C3H5N3O", "method": "ωB97M-V with the def2-TZVPD basis set", "smiles": "Nc1nccn1O", "orbital_gap_ev": 8.4, "total_energy_ha": -356.70588, "de_lowest_kcal_mol": 95.07, "symbols": ["C", "C", "C", "H", "H", "H", "H", "H", "N", "N", "N", "O"], "positions_angstrom": [[-0.2677, -0.6470, -0.0831], [1.8183, -0.2444, 0.1414], [1.2293, 0.9910, -0.1869], [-1.5860, -2.2169, -0.0715], [-1.8885, -0.6778, 0.5788], [2.8238, -0.3027, 0.0540], [1.6797, 1.9116, -0.1756], [-1.8272, 1.6277, -0.4472], [-1.4921, -1.1945, -0.1754], [0.9416, -1.2167, 0.1891], [-0.0773, 0.6806, -0.1118], [-1.3538, 1.2890, 0.2883]], "forces_ev_per_a": [[5.385, -1.462, 1.088], [-1.726, 3.827, -1.781], [1.042, -1.996, 2.244], [0.622, 1.030, 0.115], [-2.026, -0.211, 0.551], [3.044, -0.934, 0.249], [0.475, 2.100, -0.080], [-0.243, 0.443, -1.748], [-1.159, -1.009, 0.110], [-3.071, -2.006, -0.941], [-5.301, -0.139, -1.021], [2.958, 0.357, 1.215]], "mulliken_charge": [0.3251, -0.2879, -0.4330, 0.2891, 0.2845, 0.4617, 0.4326, 0.3526, -0.4991, -0.6852, 0.2344, -0.4749]}

---

Record 7
{"formula": "C3H5N3O", "method": "ωB97M-V with the def2-TZVPD basis set", "orbital_gap_ev": 8.2, "total_energy_ha": -356.71735, "de_lowest_kcal_mol": 87.87, "symbols": ["C", "C", "N", "N", "C", "O", "N", "H", "H", "H", "H", "H"], "positions_angstrom": [[1.8948, -0.0355, 0.0810], [0.4121, -0.2042, 0.0609], [-0.1956, -1.2877, 0.6289], [-1.4751, -1.2347, 0.4422], [-1.8598, 0.0364, -0.2301], [-2.7962, 0.3109, -0.9798], [-0.4812, 0.6394, -0.3879], [2.2618, 0.3623, -0.8704], [2.3599, -1.0063, 0.2737], [2.2003, 0.6517, 0.8784], [-2.0117, 0.2410, 0.9475], [-0.3093, 1.5268, -0.8445]], "forces_ev_per_a": [[-0.043, -0.011, -0.008], [-0.146, 0.212, -0.012], [-0.179, 0.088, -0.112], [0.070, 0.205, -0.175], [0.333, -0.006, 0.030], [0.267, -0.112, 0.075], [0.051, -0.164, -0.077], [-0.115, -0.058, 0.153], [-0.142, 0.163, -0.035], [-0.114, -0.101, -0.110], [0.078, -0.004, 0.198], [-0.062, -0.213, 0.073]], "mulliken_charge": [-0.9332, 0.6462, -0.2929, -0.2770, 0.2970, -0.6305, -0.0794, 0.3224, 0.3045, 0.2650, 0.1926, 0.1853]}

---

Record 8
{"formula": "C3H5N3O", "method": "ωB97M-V with the def2-TZVPD basis set", "smiles": "[H]/N=C/N=C=NCO", "orbital_gap_ev": 10.2, "total_energy_ha": -356.77007, "de_lowest_kcal_mol": 54.78, "symbols": ["O", "C", "C", "N", "N", "C", "N", "H", "H", "H", "H", "H"], "positions_angstrom": [[-2.6822, 0.9601, 0.3999], [-2.2288, -0.1308, -0.3411], [0.1478, -0.2407, 0.1012], [-0.8076, -0.0613, -0.6085], [2.8185, 0.1037, -0.5859], [2.4379, -0.2949, 0.5588], [1.0941, -0.4653, 0.8532], [-2.5397, 1.7565, -0.1288], [-2.7387, -0.2303, -1.3042], [-2.4209, -1.0188, 0.2670], [3.8341, 0.1656, -0.6156], [3.0856, -0.5439, 1.4042]], "forces_ev_per_a": [[-0.027, 0.253, -0.134], [-0.119, -0.341, -0.093], [-0.200, -0.031, -0.077], [0.499, -0.163, 0.468], [0.128, -0.108, 0.374], [0.148, 0.096, -0.215], [-0.202, 0.102, -0.299], [-0.071, -0.065, 0.129], [0.042, 0.089, 0.136], [-0.094, 0.114, -0.114], [-0.047, -0.007, 0.012], [-0.057, 0.061, -0.189]], "mulliken_charge": [-0.5092, -0.2041, 0.6774, -0.3954, -0.5638, 0.0032, -0.4805, 0.3284, 0.2591, 0.3022, 0.2310, 0.3517]}

---

Record 9
{"formula": "C3H5N3O", "method": "ωB97M-V with the def2-TZVPD basis set", "smiles": "[H]/N=C1/NN=C[C@@H]1O", "orbital_gap_ev": 9.4, "total_energy_ha": -356.75693, "de_lowest_kcal_mol": 63.03, "symbols": ["C", "C", "C", "H", "H", "H", "H", "H", "N", "N", "N", "O"], "positions_angstrom": [[-0.4127, -0.5440, 0.3097], [0.9232, -1.1017, -0.0378], [-0.0920, 0.9507, -0.0095], [-1.7256, -1.9256, -0.3095], [-0.6103, -0.5375, 1.3514], [1.1621, -2.2130, 0.0616], [1.8501, 1.7350, -0.5460], [-1.8705, 1.8096, -0.0028], [1.8364, -0.2477, -0.2054], [1.2976, 0.9912, -0.1211], [-0.8367, 1.9638, -0.0696], [-1.5216, -0.8808, -0.4210]], "forces_ev_per_a": [[1.107, 2.334, -1.149], [0.032, -3.329, 0.988], [-0.460, 0.141, 0.464], [0.730, 3.758, -0.341], [-0.043, -0.440, 1.392], [-0.169, 1.679, -0.415], [-0.634, -0.258, 0.281], [1.452, -0.336, 0.076], [0.711, -0.303, -0.375], [-0.035, 1.001, -0.133], [-0.838, 0.255, -0.327], [-1.852, -4.503, -0.461]], "mulliken_charge": [0.4132, -0.2540, 0.2361, 0.3415, 0.2811, 0.3095, 0.2747, 0.2489, -0.5905, 0.0483, -0.7709, -0.5378]}

---

Record 10
{"formula": "C3H5N3O", "method": "ωB97M-V with the def2-TZVPD basis set", "smiles": "OCc1nc[nH]n1", "orbital_gap_ev": 10.8, "total_energy_ha": -356.81345, "de_lowest_kcal_mol": 27.57, "symbols": ["O", "C", "C", "N", "N", "C", "N", "H", "H", "H", "H", "H"], "positions_angstrom": [[-2.3564, 0.9986, -0.4000], [-1.6506, -0.1321, 0.0301], [-0.1574, -0.0518, -0.0619], [0.5491, 0.8513, -0.7078], [1.8195, 0.4299, -0.4871], [1.8052, -0.7042, 0.2458], [0.5719, -1.0298, 0.5397], [-1.9548, 1.2948, -1.2248], [-1.9513, -1.0447, -0.5104], [-1.8882, -0.2817, 1.0867], [2.5811, 0.9598, -0.8855], [2.6456, -1.3330, 0.5077]], "forces_ev_per_a": [[0.148, 0.168, -0.270], [0.086, -0.238, 0.189], [-0.160, 0.019, 0.041], [-0.187, -0.190, 0.321], [0.101, -0.189, -0.087], [-0.010, -0.076, -0.153], [0.099, 0.055, -0.119], [-0.058, 0.108, 0.013], [-0.059, 0.169, 0.104], [-0.074, -0.052, -0.137], [-0.077, -0.254, 0.162], [0.192, 0.480, -0.063]], "mulliken_charge": [-0.5096, -0.2766, 0.4555, -0.6501, 0.1490, -0.0412, -0.5417, 0.3227, 0.2069, 0.2545, 0.2134, 0.4171]}